Formula: C23H47O6S
Source: the OMol25 dataset
Level of theory: ωB97M-V/def2-TZVPD

Last column: Löwdin charge in e.
Atoms and positions in Å:
C (-2.383, -0.938, -2.828)  -0.14
H (-2.754, -0.651, -0.657)  0.08
C (1.054, -1.289, -0.048)  -0.13
H (1.612, -0.337, -0.383)  0.11
H (-3.973, 1.056, 3.558)  0.14
H (-1.174, 2.499, -1.374)  0.10
C (-3.013, 1.089, 2.938)  -0.20
O (2.032, -3.550, -0.474)  0.07
C (-3.384, -1.024, -1.547)  -0.22
C (-1.914, 0.613, -2.968)  -0.21
C (-5.014, -2.644, -0.120)  -0.19
H (-0.297, -3.620, 0.778)  0.11
H (-2.883, -1.331, -3.776)  0.12
C (-1.131, -3.050, 1.338)  -0.32
H (-1.264, -4.844, 2.668)  0.12
H (-2.642, -2.655, 3.700)  0.10
C (8.096, 5.642, -2.464)  -0.02
C (5.007, 0.731, -0.245)  0.00
H (-5.160, -1.294, 1.648)  0.11
H (-2.621, 1.213, -2.307)  0.11
H (-3.445, -1.655, 1.139)  0.06
C (-0.405, 1.661, -1.421)  -0.11
C (-3.985, -2.488, -1.339)  -0.21
H (5.302, 5.884, -2.952)  0.09
H (5.019, 3.484, 0.461)  0.07
O (2.752, 1.483, -0.124)  0.01
O (-0.536, 0.805, -2.578)  -0.21
C (5.671, 4.864, -2.825)  -0.02
O (-2.412, -0.245, 3.013)  -0.23
H (-5.967, -2.061, -0.377)  0.12
H (0.819, -2.001, -2.708)  0.10
H (-3.262, -4.354, 3.927)  0.12
H (3.434, 3.451, 1.260)  0.09
C (1.370, -1.505, 1.533)  -0.26
C (-1.989, -4.149, 2.119)  -0.21
S (-0.231, -1.859, 2.460)  1.15
H (-2.127, 0.928, -4.052)  0.13
H (-1.421, -1.512, -2.572)  0.10
H (-3.165, -3.299, -1.309)  0.11
H (5.495, 0.299, 0.632)  0.09
H (-2.350, 1.899, 3.390)  0.13
C (-4.497, -3.260, 2.446)  -0.18
H (1.705, -0.465, 1.899)  0.11
H (-3.689, 2.608, 1.466)  0.10
H (-1.718, -2.512, 0.504)  0.08
H (0.627, 2.171, -1.404)  0.10
H (-0.920, 0.312, 1.534)  0.09
H (-4.451, 0.980, 1.139)  0.08
H (4.573, -0.077, -0.838)  0.08
H (8.911, 5.558, -1.743)  0.09
C (-1.062, -0.204, 2.541)  -0.37
H (8.430, 5.233, -3.419)  0.09
H (4.777, 2.520, 1.953)  0.09
H (-0.450, 0.992, -0.494)  0.05
H (-4.589, -2.724, -2.295)  0.12
H (-5.218, -2.916, 3.273)  0.12
H (-2.550, -4.814, 1.366)  0.14
C (-3.079, -3.547, 3.123)  -0.21
H (4.894, 4.268, -2.340)  0.07
C (-3.469, 1.479, 1.442)  -0.07
C (6.906, 4.869, -1.963)  -0.50
C (-4.459, -2.141, 1.300)  -0.20
O (1.677, -2.353, -2.369)  0.06
H (7.834, 6.697, -2.575)  0.09
H (5.736, 1.264, -0.858)  0.09
H (-2.665, 1.248, 0.657)  0.05
C (4.320, 2.859, 1.021)  -0.01
H (2.161, -2.298, 1.719)  0.12
H (5.897, 4.420, -3.796)  0.09
C (3.917, 1.673, 0.189)  -0.48
H (-5.306, -3.759, -0.093)  0.11
C (1.614, -2.473, -0.946)  -0.39
H (-0.056, -1.056, -0.239)  0.10
O (6.940, 4.272, -0.902)  0.05
H (-4.858, -4.262, 2.008)  0.12
H (-0.462, 0.418, 3.308)  0.14
H (-4.178, -0.223, -1.732)  0.12

Its maximum force is 0.0809 Eh/bohr. Its orbital gap is 9.22 eV. The total charge is +1. As for the energy: -1753.77916 Ha. Its HOMO energy is -0.42512 hartree.